This record from the OMol25 dataset describes C2H3FO2S as an isolated structure in a non-equilibrium geometry. The level of theory is ωB97M-V/def2-TZVPD.

Properties
Energy relative to the best compared isomer or geometry (same formula, charge and spin), kcal per mole: 23.73
HOMO, eV: -9.29

Geometry as ORCA input:
```
! wB97M-V def2-TZVPD RIJCOSX def2/J DEFGRID3
* xyz 0 1
C 1.458 -0.602 -0.073
C 0.084 -0.130 0.069
O 2.394 0.348 0.009
O 1.855 -1.722 -0.070
F 4.789 1.036 0.105
S 3.884 -0.355 -0.047
H -0.360 -0.199 -1.007
H 0.127 0.913 0.150
H -0.506 -0.750 0.778
*
```

***

This record from the OMol25 dataset describes an isolated molecule of C2H3FO2S in a non-equilibrium geometry. The level of theory is ωB97M-V/def2-TZVPD.

Properties
Energy relative to the best compared isomer or geometry (same formula, charge and spin), kcal per mole: 52.37
HOMO, eV: -12.01
SMILES: C=CS(=O)(=O)F

Geometry as ORCA input:
```
! wB97M-V def2-TZVPD RIJCOSX def2/J DEFGRID3
* xyz 0 1
C -1.527 -0.347 0.126
C -0.491 0.252 -0.379
S 1.165 -0.218 0.065
O 1.380 -0.728 1.325
O 1.888 -0.654 -1.100
F 1.642 1.667 0.223
H -2.474 0.087 -0.094
H -1.139 -1.145 0.857
H -0.444 1.085 -1.023
*
```

***

This record from the OMol25 dataset describes an isolated molecule of C2H3FO3 in a non-equilibrium geometry. The level of theory is ωB97M-V/def2-TZVPD.

Properties
Energy relative to the best compared isomer or geometry (same formula, charge and spin), kcal per mole: 80.14
HOMO, eV: -10.83
SMILES: O=C(CF)OO

Geometry as ORCA input:
```
! wB97M-V def2-TZVPD RIJCOSX def2/J DEFGRID3
* xyz 0 1
O 0.224 -1.445 0.005
C 0.068 -0.273 -0.050
C -1.178 0.465 0.195
F -2.146 -0.282 -0.353
O 1.105 0.604 -0.168
O 2.323 0.046 -0.216
H -1.205 1.420 -0.287
H -1.282 0.340 1.397
H 2.091 -0.875 -0.523
*
```

***

This record from the OMol25 dataset describes a 2-piece molecular cluster, C2H3FS overall in a non-equilibrium geometry. The level of theory is ωB97M-V/def2-TZVPD.

Properties
Energy relative to the best compared isomer or geometry (same formula, charge and spin), kcal per mole: 108.12
HOMO (spin up / spin down), eV: -8.63 / -9.85

Geometry as ORCA input:
```
! wB97M-V def2-TZVPD RIJCOSX def2/J DEFGRID3
* xyz 0 1
C -0.318 0.313 0.699
C -1.118 -0.458 -0.230
F -1.741 -1.621 0.027
S -1.797 1.038 -0.047
H -0.250 0.257 1.833
H 0.681 0.537 0.328
H 0.548 -0.656 -1.741
*
```

***

Question: The lowest energy relative to the best compared isomer or geometry (same formula, charge and spin) belongs to which entry?
Answer: number 1